Molecular formula: C26H28N2O5
Method: DFT, ωB97M-V/def2-TZVPD

Each atom is followed by the atoms it is bonded to, with distances in Å.
CARTESIAN COORDINATES (ANGSTROEM)
1 C -0.5887 -5.0668 1.1922  C2 1.590, H59 0.993, H60 1.132, H61 0.976
2 C -0.7400 -4.6468 -0.3338  C1 1.590, H3 1.127, H4 1.177, O5 1.378
3 H 0.2156 -4.4133 -0.8843  C2 1.127
4 H -1.4584 -5.3970 -0.8863  C2 1.177
5 O -1.6006 -3.5906 -0.5420  C2 1.378, C6 1.438
6 C -0.9478 -2.3602 -0.1828  O5 1.438, O7 1.194, C8 1.535
7 O 0.2219 -2.4375 0.0428  C6 1.194
8 C -1.7015 -1.0309 -0.3325  C6 1.535, C9 1.389, C27 1.390
9 C -3.0894 -0.9779 -0.3476  C8 1.389, N10 1.346, O13 1.149
10 N -3.8419 -2.0864 -0.4814  C9 1.346, H11 1.166, H12 0.821
11 H -4.9076 -1.6897 -0.2243  N10 1.166
12 H -3.5969 -2.8699 -0.4982  N10 0.821
13 O -3.7234 -0.0260 -0.2363  C9 1.149, C14 1.624
14 C -3.0613 1.4122 0.1243  O13 1.624, C15 1.313, C20 1.511
15 C -1.7555 1.4101 -0.0093  C14 1.313, C16 1.493, C27 1.651
16 C -1.1598 2.6864 0.4855  C15 1.493, O17 1.308, C18 1.478
17 O 0.1485 2.6768 0.5068  C16 1.308
18 C -2.0488 3.8657 0.5371  C16 1.478, C19 1.306, H26 1.167
19 C -3.2394 3.6721 1.0364  C18 1.306, C20 1.545, H23 1.191, H24 1.192
20 C -4.0500 2.5225 0.3965  C14 1.511, C19 1.545, H21 1.274, H22 1.169
21 H -4.3514 2.8642 -0.7936  C20 1.274
22 H -5.0466 2.2071 0.9191  C20 1.169
23 H -3.1754 3.3163 2.1711  C19 1.191
24 H -4.0477 4.4965 1.3317  C19 1.192
25 H -2.1776 4.4535 -0.8056  no bonds
26 H -1.4107 4.7266 0.9996  C18 1.167
27 C -0.8489 0.0308 -0.0526  C8 1.390, C15 1.651, C28 1.625, C35 1.530
28 C 0.1963 0.5616 -1.1782  C27 1.625, C29 1.250, C33 1.411
29 C -0.0509 0.5242 -2.4031  C28 1.250, C30 1.513, C55 1.323
30 C 1.2415 0.6693 -3.1754  C29 1.513, C31 1.323, H54 1.048
31 C 2.4688 0.8098 -2.7008  C30 1.323, C32 1.338, H53 1.249
32 C 2.5627 0.5120 -1.4000  C31 1.338, C33 1.413, C39 1.549
33 C 1.4462 0.4302 -0.5375  C28 1.411, C32 1.413, N34 1.370
34 N 1.3134 0.0895 0.7831  C33 1.370, C35 1.367, C37 1.418
35 C 0.0166 0.0221 1.2091  C27 1.530, N34 1.367, O36 1.212
36 O -0.3235 0.1151 2.3683  C35 1.212
37 C 2.5462 0.1568 1.4797  N34 1.418, C38 1.293, C45 1.538, C49 1.644
38 C 3.7630 0.3493 1.0863  C37 1.293, C39 1.585, H44 0.947
39 C 3.8128 0.5491 -0.4855  C32 1.549, C38 1.585, C40 1.388
40 C 5.0189 0.7996 -1.1256  C39 1.388, H41 0.906, H42 1.039, H43 1.081
41 H 5.2388 1.5523 -1.5785  C40 0.906
42 H 5.1206 -0.0448 -1.7225  C40 1.039
43 H 5.8692 0.5879 -0.4932  C40 1.081
44 H 4.6257 0.1620 1.4302  C38 0.947
45 C 2.4501 -1.1633 2.2622  C37 1.538, H46 0.959, H47 1.331, H48 1.200
46 H 1.8437 -1.3963 2.9672  C45 0.959
47 H 3.5415 -1.4404 2.9714  C45 1.331
48 H 2.6578 -2.1522 1.6157  C45 1.200
49 C 2.4646 1.3653 2.5914  C37 1.644, H50 1.306, H51 1.120, H52 1.021
50 H 1.4313 1.1901 3.3712  C49 1.306
51 H 3.3535 1.3258 3.2716  C49 1.120
52 H 2.3706 2.2762 2.1398  C49 1.021
53 H 3.5218 0.8801 -3.3688  C31 1.249
54 H 1.2068 0.7513 -4.2195  C30 1.048
55 C -1.1982 0.5041 -3.0615  C29 1.323, H56 1.018, H57 1.268, H58 1.245
56 H -1.7979 -0.2674 -2.7769  C55 1.018
57 H -1.2372 0.6420 -4.3213  C55 1.268
58 H -2.0071 1.3901 -2.7292  C55 1.245
59 H -0.0822 -5.9192 1.1384  C1 0.993
60 H -1.4331 -5.1894 1.9357  C1 1.132
61 H 0.0311 -4.3904 1.5238  C1 0.976

Summary:
- Max |F|: 0.3805 hartree/bohr
- HOMO level: -6.40 eV
- Energy above the lowest of the compared OMol25 structures with the same formula, charge and spin: 1942.8 kJ/mol
- Spin multiplicity: 1
- Orbital gap: 0.21734 hartree
- Total charge: 0
- Energy: -1492.56932 Eh